<P>
# H21O11

11 unconnected molecules or ions with the total composition H21O11 (ωB97M-V with the def2-TZVPD basis set, the Open Molecules 2025 dataset).

Computed properties:
Gap between HOMO and LUMO: 9.1142 eV
LUMO level: 2.89 eV
HOMO: -0.229 Eh

Geometry as ORCA input:
```
! RIJCOSX wB97M-V def2-TZVPD def2/J DEFGRID3
* xyz -1 1
O 1.57 -0.20 4.18
H 1.27 0.41 3.50
H -0.55 0.07 -1.24
O -0.43 0.57 -2.07
H 0.18 -4.47 -2.08
H -2.33 3.27 0.27
O -0.25 -2.44 -0.62
H -0.44 -3.33 -2.87
H 2.55 -0.15 -0.66
O -0.36 0.80 0.83
H -1.05 0.52 0.24
H -0.33 3.10 1.96
O 2.06 -2.67 1.05
H 1.52 2.60 0.24
H 2.52 -0.06 4.29
O 1.83 -0.37 -0.06
H 2.00 1.27 0.49
H -1.74 2.23 -0.61
O -2.61 2.57 -0.36
H 0.65 -2.12 -0.43
O -0.14 -4.25 -2.97
H -0.94 -1.96 -0.14
H -3.29 0.40 -1.94
O -3.45 -0.43 -2.42
H -3.53 -0.08 -3.32
H 0.47 0.21 -2.14
O 2.20 2.20 0.81
H 1.87 -1.73 0.71
H 0.38 0.14 0.82
O -0.75 3.92 1.68
H 2.95 -2.48 1.39
H -0.30 4.33 0.95
*
```

The computed natural (NBO) charges, all in e, follow: -0.949 0.483 0.459 -0.956 0.481 0.488 -0.994 0.487 0.454 -0.991 0.448 0.510 -1.013 0.448 0.465 -1.292 0.505 0.476 -0.972 0.516 -0.967 0.469 0.475 -0.936 0.461 0.486 -1.002 0.493 0.523 -0.977 0.448 0.473

---

<Q>
# H21O11

11 unconnected molecules or ions with the total composition H21O11 (ωB97M-V with the def2-TZVPD basis set, the Open Molecules 2025 dataset).

Computed properties:
Gap between HOMO and LUMO: 9.3642 eV
LUMO level: 2.73 eV
HOMO: -0.244 Eh

Geometry as ORCA input:
```
! RIJCOSX wB97M-V def2-TZVPD def2/J DEFGRID3
* xyz -1 1
O 1.89 -3.02 -1.75
H 2.04 -3.48 -0.91
H -0.52 1.33 3.52
O -1.35 0.89 3.83
H -0.51 3.22 0.31
H -4.74 -0.45 -0.15
O 0.06 1.93 -0.58
H -1.51 4.18 0.02
H -0.85 -0.66 0.14
O -1.53 -2.70 -1.49
H -0.93 -2.19 -0.82
H 2.37 -2.83 1.73
O 3.81 1.53 1.39
H 0.51 -0.33 -0.25
H 1.38 -2.23 -1.83
O -0.74 -0.42 -0.89
H 1.98 -0.10 0.16
H -3.11 -0.72 -0.29
O -3.91 -0.55 0.30
H -0.33 0.93 -0.49
O -0.76 4.11 0.62
H 0.71 2.01 -1.28
H -0.51 0.96 -3.11
O -1.33 1.03 -3.60
H -1.95 0.46 -3.13
H -1.12 -0.01 3.64
O 1.37 -0.82 0.30
H 3.39 2.09 2.05
H -1.04 -2.37 -2.27
O 1.94 -2.26 2.37
H 3.90 2.30 0.79
H 1.38 -1.83 1.69
*
```

The computed natural (NBO) charges, all in e, follow: -0.989 0.487 0.469 -0.935 0.499 0.467 -1.050 0.450 0.441 -0.971 0.489 0.446 -0.918 0.477 0.501 -1.135 0.474 0.511 -0.981 0.500 -0.985 0.461 0.474 -0.954 0.481 0.466 -1.076 0.462 0.457 -0.973 0.456 0.499

---

<R>
# H21O11

11 unconnected molecules or ions with the total composition H21O11 (ωB97M-V with the def2-TZVPD basis set, the Open Molecules 2025 dataset).

Computed properties:
Gap between HOMO and LUMO: 9.6232 eV
LUMO level: 2.65 eV
HOMO: -0.256 Eh

Geometry as ORCA input:
```
! RIJCOSX wB97M-V def2-TZVPD def2/J DEFGRID3
* xyz -1 1
O 0.64 -2.22 -1.97
H 0.17 -2.50 -1.18
H 0.40 -1.26 -2.08
O 3.11 2.75 -1.05
H 2.34 3.24 -1.39
H 2.67 1.91 -0.89
O -0.40 3.77 -1.62
H 0.31 -3.76 1.82
H -3.21 0.99 0.04
O -0.46 1.50 -0.31
H -1.19 2.06 -0.26
H -0.66 0.34 2.30
O 2.41 2.08 2.14
H 1.49 -1.28 1.09
H -0.61 0.49 -1.40
O -3.80 0.42 -0.46
H -3.14 0.03 -1.04
H -0.10 0.56 -2.88
O -0.69 0.03 -2.33
H 0.18 3.07 -1.20
O -0.54 -4.21 2.01
H -1.13 3.19 -1.84
H -1.16 -3.48 2.11
O -1.53 -2.14 0.43
H -1.28 -1.69 1.24
H -1.36 -1.47 -0.23
O 1.74 -2.19 1.38
H 1.54 1.66 2.08
H 2.13 -1.85 2.19
O -0.33 -0.23 1.61
H 2.49 2.66 1.37
H -0.01 0.41 0.86
*
```

The computed natural (NBO) charges, all in e, follow: -0.999 0.472 0.483 -0.943 0.470 0.476 -0.979 0.491 0.461 -1.241 0.437 0.469 -0.962 0.484 0.500 -0.939 0.478 0.462 -1.028 0.491 -0.960 0.464 0.465 -0.969 0.487 0.466 -0.941 0.474 0.458 -1.037 0.484 0.526

---

According to the calculations, the structures order from most to least stable as <R>, <P>, <Q>.